{
  "formula": "C28H33NO3",
  "method": "wB97M-V/def2-TZVPD",
  "relative_energy_ev": 1.615,
  "homo_ev": -7.60,
  "smiles": "CCOC(=O)[C@@]1([C@H](c2ccc(C)cc2)c2c(C)[nH]c3ccccc23)CCCCCCC1=O",
  "total_energy_ev": -37201.4258,
  "species": ["C", "C", "O", "C", "O", "C", "C", "C", "C", "C", "C", "C", "C", "C", "C", "C", "C", "N", "C", "C", "C", "C", "C", "C", "C", "C", "C", "C", "C", "C", "C", "O", "H", "H", "H", "H", "H", "H", "H", "H", "H", "H", "H", "H", "H", "H", "H", "H", "H", "H", "H", "H", "H", "H", "H", "H", "H", "H", "H", "H", "H", "H", "H", "H", "H"],
  "xyz": [[3.11513, -3.22658, 1.65530], [2.90768, -1.75779, 1.42306], [1.51186, -1.49474, 1.15336], [0.85341, -0.52697, 1.90101], [1.35656, 0.00594, 2.85914], [-0.59053, -0.42746, 1.33950], [-0.11144, 0.98119, 0.43224], [-0.78177, 1.25552, -0.90950], [-0.15438, 2.03474, -1.90496], [-0.75673, 2.44593, -3.07342], [-2.10835, 2.17245, -3.26218], [-2.81981, 2.77425, -4.40218], [-2.76889, 1.35991, -2.33698], [-2.11726, 0.89428, -1.19072], [1.33587, 1.25370, 0.28521], [2.06988, 2.18937, 1.03921], [1.60296, 2.99070, 2.19159], [3.36622, 2.15915, 0.62931], [3.52071, 1.28268, -0.43926], [4.61410, 1.09097, -1.26838], [4.46638, 0.24570, -2.35597], [3.22373, -0.32687, -2.65956], [2.10473, -0.14097, -1.81754], [2.24293, 0.69710, -0.70497], [-0.93625, -1.95473, 1.73721], [-1.16859, -2.99098, 0.68919], [-2.52080, -2.85229, -0.02908], [-3.69238, -2.46046, 0.90984], [-3.86065, -0.94067, 1.15678], [-3.12192, -0.26643, 2.32189], [-1.66174, 0.31967, 2.15158], [-1.42330, 1.36107, 2.78875], [4.18881, -3.40440, 1.73025], [2.66487, -3.55051, 2.59919], [2.71267, -3.82637, 0.83271], [3.23344, -1.17296, 2.28560], [3.42356, -1.42199, 0.52283], [-0.42000, 1.79876, 1.20676], [0.89179, 2.31538, -1.76901], [-0.17741, 3.06388, -3.77214], [-3.88280, 2.61992, -4.27835], [-2.61372, 3.84426, -4.45851], [-2.49189, 2.31662, -5.33540], [-3.83201, 1.15351, -2.50535], [-2.63036, 0.18975, -0.54128], [0.85904, 3.72466, 1.81278], [1.08278, 2.34591, 2.93668], [2.44176, 3.52668, 2.67686], [4.08324, 2.75614, 1.02717], [5.54684, 1.59918, -0.99683], [5.30062, 0.04038, -3.02379], [3.11535, -0.94963, -3.55692], [1.13333, -0.58614, -2.04796], [-0.13954, -2.32332, 2.39042], [-1.80941, -1.95149, 2.38680], [-1.14690, -3.90799, 1.30953], [-0.31262, -3.05325, -0.00579], [-2.72631, -3.84767, -0.45738], [-2.43953, -2.13953, -0.87470], [-3.63744, -3.03597, 1.85536], [-4.59838, -2.78606, 0.36963], [-4.94120, -0.78267, 1.35833], [-3.67154, -0.40944, 0.21100], [-3.18923, -0.91599, 3.22067], [-3.71520, 0.62299, 2.58134]],
  "forces_ev_per_angstrom": [[-0.02, -0.27, 0.14], [-0.35, 0.52, -0.15], [-0.49, 0.94, 0.45], [0.68, -0.42, 1.17], [-0.48, -0.39, -0.36], [1.05, 1.21, 2.13], [-0.64, 1.25, -0.98], [-1.30, 0.20, -0.72], [0.99, -0.18, 0.65], [-0.30, 0.11, 0.42], [0.32, -0.28, 0.57], [-0.22, 0.12, -0.54], [0.18, 0.25, 0.10], [0.74, -0.08, -0.17], [1.50, 0.27, 0.08], [-0.98, -2.00, -0.66], [-0.45, 0.47, 0.35], [0.44, 0.21, -0.11], [-0.96, 0.16, -0.38], [0.46, 0.05, 0.55], [0.00, 0.07, -0.32], [-0.97, -0.36, 0.59], [0.68, -0.01, -0.52], [0.74, 0.58, 0.69], [-0.18, -0.07, -1.30], [0.08, -0.60, 0.05], [0.33, -0.37, 0.15], [0.14, 0.00, -0.77], [-0.62, -0.43, -0.03], [0.05, 0.77, -0.04], [0.10, 1.14, 2.85], [-0.77, -2.00, -1.30], [0.02, -0.12, -0.05], [-0.04, 0.02, -0.16], [0.06, 0.09, 0.13], [-0.07, 0.04, -0.15], [0.18, 0.02, 0.09], [0.21, -1.77, -1.49], [-0.45, 0.00, 0.03], [-0.40, -0.31, 0.20], [-0.33, 0.08, -0.23], [-0.09, -0.02, -0.07], [-0.11, 0.05, -0.16], [0.40, -0.11, 0.14], [0.53, 0.65, -0.35], [0.44, -0.22, 0.43], [0.45, 0.42, -0.51], [-0.49, -0.22, -0.23], [-0.22, -0.31, -0.28], [-0.18, -0.33, -0.41], [-0.09, 0.16, 0.19], [0.10, 0.26, 0.45], [0.38, 0.11, 0.00], [-0.10, 0.28, -0.21], [0.17, 0.22, -0.22], [-0.24, -0.14, -0.67], [-0.42, 0.05, 0.20], [-0.12, 0.42, -0.08], [-0.10, -0.27, 0.42], [-0.08, 0.28, -0.36], [0.17, 0.06, 0.42], [0.55, -0.02, -0.03], [-0.52, -0.48, 0.76], [0.30, 0.39, -0.41], [0.35, -0.14, 0.00]],
  "nbo_charge": [-0.624, -0.078, -0.573, 0.880, -0.624, -0.327, -0.223, 0.033, -0.205, -0.212, -0.006, -0.629, -0.220, -0.217, -0.196, 0.262, -0.678, -0.529, 0.106, -0.230, -0.239, -0.230, -0.232, 0.008, -0.347, -0.405, -0.403, -0.409, -0.396, -0.523, 0.635, -0.572, 0.216, 0.208, 0.213, 0.206, 0.195, 0.296, 0.221, 0.212, 0.212, 0.219, 0.220, 0.206, 0.192, 0.233, 0.283, 0.217, 0.412, 0.211, 0.215, 0.214, 0.225, 0.229, 0.216, 0.196, 0.223, 0.210, 0.204, 0.198, 0.214, 0.217, 0.197, 0.230, 0.242]
}



{
  "formula": "C28H34BN4O5Pt",
  "method": "wB97M-V/def2-TZVPD",
  "relative_energy_ev": 0.000,
  "homo_ev": -10.48,
  "total_energy_ev": -49707.5363,
  "charge": 1,
  "species": ["Pt", "O", "C", "N", "C", "C", "C", "C", "C", "C", "N", "C", "O", "C", "C", "C", "C", "C", "N", "C", "C", "C", "C", "C", "N", "H", "H", "H", "H", "H", "H", "H", "H", "H", "H", "H", "H", "C", "C", "O", "C", "C", "H", "H", "H", "H", "H", "H", "H", "H", "H", "H", "C", "C", "C", "O", "B", "O", "C", "C", "C", "H", "H", "H", "H", "H", "H", "H", "H", "H", "H", "H", "H"],
  "xyz": [[-1.24549, -0.61754, -0.67969], [-3.96678, 0.23070, 2.14075], [-3.11186, -0.27830, 1.45370], [-3.00674, -0.26869, 0.09383], [-3.87950, 0.40720, -0.80870], [-5.21127, 0.69083, -0.54632], [-5.96832, 1.31424, -1.52823], [-5.40405, 1.65736, -2.74810], [-4.07143, 1.38010, -3.01711], [-3.31202, 0.74696, -2.04490], [-1.95842, 0.36107, -2.20887], [-1.04692, 0.88384, -3.07553], [-1.18826, 1.78693, -3.86449], [0.24162, 0.07913, -2.99902], [1.25368, 0.27087, -3.90575], [2.31658, -0.62735, -3.91930], [2.29560, -1.70053, -3.04666], [1.25820, -1.81281, -2.13472], [0.26832, -0.92426, -2.08935], [-1.98173, -1.08221, 2.05458], [-1.96953, -1.35612, 3.40178], [-0.91082, -2.08504, 3.92694], [0.09708, -2.49642, 3.07461], [0.02397, -2.17697, 1.72898], [-1.00803, -1.50305, 1.22083], [-5.64208, 0.43206, 0.40829], [-7.00909, 1.53385, -1.33333], [-6.00490, 2.14610, -3.50289], [-3.62248, 1.65310, -3.95968], [1.16649, 1.09876, -4.59586], [3.12819, -0.50578, -4.62397], [3.06791, -2.45621, -3.05563], [1.21280, -2.62607, -1.43080], [-2.78679, -0.98160, 4.00225], [-0.87429, -2.31968, 4.98216], [0.94756, -3.05873, 3.43364], [0.80263, -2.45807, 1.03299], [4.86636, -1.99527, 0.07217], [3.46958, -1.91515, 0.65568], [2.58854, -2.95050, 0.22606], [3.03790, -4.27558, 0.50708], [1.94921, -5.25241, 0.09612], [5.40944, -1.08108, 0.31347], [4.82808, -2.08718, -1.01465], [5.43807, -2.82977, 0.47497], [2.98283, -0.98761, 0.34389], [3.51041, -1.91048, 1.75276], [3.26982, -4.36115, 1.57606], [3.95989, -4.47665, -0.04255], [0.96563, -4.78848, 0.18820], [1.95739, -6.13409, 0.73505], [2.07199, -5.58658, -0.93348], [-0.76142, 4.49719, 0.48904], [0.08792, 3.25618, 0.31727], [1.32621, 3.55238, -0.51019], [-0.69579, 2.28306, -0.46402], [-0.46266, 1.09025, 0.10059], [0.25954, 1.06057, 1.23818], [0.38261, 2.47738, 1.64867], [-0.67077, 2.68542, 2.72279], [1.77502, 2.67722, 2.20489], [-0.89589, 4.98081, -0.47757], [-0.26751, 5.20409, 1.15771], [-1.74296, 4.25834, 0.89186], [1.01267, 3.91994, -1.48673], [1.93208, 2.65633, -0.65855], [1.94320, 4.31459, -0.03487], [-1.67829, 2.51515, 2.33895], [-0.62234, 3.69533, 3.12876], [-0.48966, 1.98088, 3.53470], [2.54264, 2.39022, 1.48969], [1.89536, 2.07561, 3.10551], [1.92503, 3.72338, 2.47606]],
  "forces_ev_per_angstrom": [[-1.03, -0.51, -0.24], [-0.06, -0.08, 0.00], [0.02, -0.15, -0.09], [-0.03, 0.30, 0.07], [0.09, 0.16, 0.02], [0.01, 0.03, 0.01], [0.00, 0.01, 0.00], [0.00, 0.00, 0.00], [0.00, 0.03, 0.02], [0.08, 0.16, 0.17], [0.01, -0.09, -0.29], [0.03, -0.10, 0.16], [-0.02, -0.05, -0.09], [-0.24, -0.03, -0.04], [0.05, -0.05, -0.06], [-0.07, 0.02, 0.01], [-0.02, -0.04, -0.02], [-0.06, -0.06, 0.00], [0.57, 0.49, 0.15], [-0.07, -0.01, 0.00], [0.02, -0.01, 0.03], [-0.04, 0.02, -0.03], [0.06, -0.05, -0.04], [-0.06, -0.04, -0.20], [0.25, 0.22, 0.18], [0.00, 0.00, 0.00], [0.00, 0.00, 0.00], [0.00, 0.00, 0.00], [0.00, 0.00, 0.00], [0.02, -0.01, -0.02], [0.00, 0.00, 0.00], [0.02, 0.02, 0.01], [0.11, 0.03, 0.11], [0.00, -0.01, 0.01], [0.00, 0.00, 0.00], [0.00, 0.00, 0.01], [0.04, -0.04, 0.09], [0.00, 0.04, -0.02], [-0.06, 0.00, 0.06], [0.34, -0.18, -0.13], [0.01, 0.03, 0.09], [0.00, -0.01, -0.02], [0.00, 0.00, 0.00], [0.00, -0.01, 0.00], [-0.01, -0.01, -0.01], [0.00, 0.00, 0.01], [0.03, -0.02, 0.00], [-0.05, 0.04, 0.01], [0.02, -0.04, 0.04], [0.00, -0.01, 0.07], [0.04, -0.03, -0.03], [-0.04, 0.06, -0.02], [0.03, 0.02, -0.01], [0.00, 0.01, -0.01], [0.01, -0.04, -0.01], [-0.03, 0.01, 0.03], [-0.04, -0.01, 0.04], [0.08, 0.03, -0.05], [0.00, -0.02, 0.01], [-0.02, -0.02, -0.01], [-0.01, 0.03, 0.03], [-0.01, -0.01, 0.00], [0.01, 0.00, -0.01], [0.00, 0.00, 0.01], [0.00, 0.00, 0.00], [0.00, 0.00, 0.00], [0.00, 0.00, 0.00], [0.00, -0.01, 0.00], [0.00, 0.00, -0.01], [0.00, 0.00, 0.00], [0.00, 0.00, 0.00], [0.00, 0.00, 0.00], [0.00, 0.00, 0.00]],
  "lowdin_charge": [1.523, 0.113, -0.453, -0.050, -0.192, -0.004, -0.069, -0.068, 0.001, -0.194, -0.063, -0.459, 0.118, -0.165, 0.035, -0.005, -0.020, -0.081, -0.045, -0.175, 0.035, -0.007, -0.012, -0.074, -0.044, 0.111, 0.109, 0.110, 0.112, 0.135, 0.124, 0.118, 0.102, 0.134, 0.124, 0.118, 0.090, -0.067, -0.262, -0.268, -0.254, -0.054, 0.085, 0.075, 0.077, 0.115, 0.123, 0.126, 0.115, 0.068, 0.082, 0.079, 0.011, -0.427, 0.004, 0.140, -0.706, 0.117, -0.427, 0.007, 0.004, 0.103, 0.105, 0.096, 0.104, 0.095, 0.102, 0.099, 0.103, 0.100, 0.087, 0.098, 0.106]
}



{
  "formula": "C28H34BN7O2V",
  "method": "wB97M-V/def2-TZVPD",
  "relative_energy_ev": 0.594,
  "homo_ev": -16.77,
  "total_energy_ev": -70452.7651,
  "charge": 3,
  "species": ["V", "C", "C", "C", "C", "C", "C", "N", "N", "B", "N", "C", "C", "C", "N", "C", "C", "C", "N", "C", "C", "C", "N", "C", "C", "C", "H", "H", "H", "H", "H", "H", "H", "H", "H", "H", "H", "H", "H", "H", "H", "H", "H", "H", "H", "H", "H", "H", "H", "H", "H", "H", "H", "H", "O", "C", "O", "C", "C", "C", "C", "C", "C", "C", "C", "C", "N", "H", "H", "H", "H", "H", "H"],
  "xyz": [[-0.22340, 0.38374, -1.16690], [0.14935, -3.34291, -0.76223], [-0.64370, -3.06064, -2.04884], [-0.90565, -4.35136, -2.82327], [0.10636, -2.08275, -2.88885], [0.79266, -2.27870, -4.05387], [1.41013, -1.05594, -4.37434], [1.12025, -0.15493, -3.45987], [0.30181, -0.74641, -2.51371], [1.41959, 1.36681, -3.32314], [0.02363, 2.04818, -3.29061], [-0.52760, 2.99251, -4.03562], [-1.65544, 3.50090, -3.38951], [-1.75407, 2.84590, -2.18364], [-0.73976, 1.90007, -2.14601], [-2.63356, 3.20855, -1.02203], [-2.68495, 4.74189, -0.90640], [-2.17211, 2.59770, 0.30589], [2.07636, 1.58270, -1.93041], [3.20790, 2.22649, -1.64236], [3.40603, 2.23165, -0.26747], [2.33728, 1.54716, 0.27916], [1.52534, 1.13808, -0.73829], [2.01712, 1.27486, 1.71232], [1.62876, 2.58307, 2.41524], [3.21561, 0.62017, 2.40570], [-0.42387, -4.01455, -0.12372], [0.35970, -2.43696, -0.18900], [1.09309, -3.83358, -1.00311], [-1.60913, -2.60634, -1.79536], [0.02852, -4.85653, -3.07212], [-1.46570, -4.16846, -3.73981], [-1.48846, -5.03253, -2.20610], [0.86381, -3.19312, -4.61744], [2.02993, -0.79647, -5.22096], [2.10254, 1.76807, -4.20278], [-0.08186, 3.28171, -4.97622], [-2.28107, 4.29973, -3.74823], [-3.64713, 2.86340, -1.24902], [-1.69302, 5.15164, -0.70967], [-3.34084, 5.01481, -0.08190], [-3.08257, 5.20902, -1.80460], [-1.07701, 2.58465, 0.39296], [-2.57484, 1.60202, 0.46379], [-2.53048, 3.21261, 1.12990], [3.81241, 2.64801, -2.43134], [4.23174, 2.67696, 0.26083], [1.15799, 0.59051, 1.73774], [2.47771, 3.26613, 2.44812], [1.32739, 2.37467, 3.44090], [0.80397, 3.09157, 1.91354], [4.07531, 1.29079, 2.39583], [3.51153, -0.31231, 1.92464], [2.97204, 0.41502, 3.44723], [-3.88951, -0.74599, 0.36562], [-2.89964, -0.93451, 0.87457], [-1.42588, -0.31180, -0.43709], [-2.17828, -1.43280, 2.02116], [-3.03076, -1.87132, 3.05901], [-2.41894, -2.40539, 4.16044], [-1.02032, -2.52922, 4.19537], [-0.33383, -3.10922, 5.28715], [1.02182, -3.24831, 5.24595], [1.76420, -2.82303, 4.11032], [1.14143, -2.24270, 3.05011], [-0.26679, -2.06669, 3.06427], [-0.86309, -1.49521, 2.00586], [-4.10523, -1.78430, 2.97525], [-3.01373, -2.74908, 4.99761], [-0.90008, -3.44905, 6.14449], [1.54509, -3.69880, 6.07851], [2.83515, -2.97560, 4.09654], [1.68874, -1.93422, 2.16982]],
  "forces_ev_per_angstrom": [[-0.20, 0.26, -0.47], [-0.04, -0.01, -0.03], [-0.05, 0.03, 0.01], [-0.04, 0.01, 0.01], [0.08, 0.05, -0.09], [0.04, -0.04, 0.00], [-0.04, 0.03, -0.04], [0.10, -0.05, 0.13], [-0.06, -0.43, -0.25], [-0.01, -0.14, 0.03], [0.14, 0.11, 0.24], [-0.03, -0.02, -0.02], [0.02, 0.05, -0.04], [0.11, 0.03, -0.13], [-0.51, 0.24, -0.05], [-0.02, -0.05, 0.07], [-0.03, -0.01, -0.03], [-0.08, 0.09, 0.00], [0.16, 0.01, -0.09], [-0.06, 0.01, 0.06], [0.04, -0.02, 0.04], [0.03, -0.01, -0.06], [-0.33, -0.17, 0.17], [-0.03, 0.00, 0.01], [-0.03, -0.02, -0.01], [-0.03, 0.00, 0.01], [0.01, 0.00, 0.01], [0.01, -0.02, 0.01], [0.01, 0.01, 0.01], [0.04, 0.02, 0.04], [0.00, 0.00, 0.00], [0.01, -0.01, -0.01], [0.00, 0.00, 0.00], [-0.01, 0.00, -0.01], [0.01, 0.00, 0.01], [-0.01, 0.00, -0.01], [0.01, -0.01, 0.01], [0.00, 0.01, 0.01], [0.02, -0.06, 0.02], [0.00, 0.00, 0.01], [0.00, 0.00, 0.00], [0.00, 0.00, -0.01], [-0.01, -0.02, 0.02], [0.07, -0.02, -0.02], [0.00, -0.01, 0.01], [-0.01, 0.00, -0.01], [0.00, 0.00, -0.01], [0.02, -0.03, 0.01], [0.00, 0.01, 0.00], [0.01, 0.00, 0.01], [0.00, 0.00, 0.00], [0.00, 0.00, 0.01], [0.00, -0.01, -0.01], [0.00, -0.01, 0.00], [0.55, 0.21, -0.43], [-1.28, -0.61, 1.24], [1.08, 0.44, -0.03], [0.39, 0.10, -0.25], [-0.12, 0.08, -0.09], [-0.04, -0.03, 0.06], [0.06, 0.02, -0.06], [-0.02, -0.02, 0.06], [-0.03, 0.01, -0.02], [-0.02, 0.02, -0.03], [0.10, 0.01, -0.01], [-0.14, -0.01, 0.04], [0.12, -0.05, -0.11], [0.00, -0.01, 0.03], [0.00, 0.00, 0.00], [0.00, 0.00, 0.00], [-0.01, 0.00, 0.01], [0.00, 0.01, 0.00], [0.02, 0.04, 0.01]],
  "lowdin_charge": [1.130, -0.039, -0.356, -0.040, -0.161, 0.084, 0.071, 0.024, -0.008, -0.429, 0.015, 0.055, 0.068, -0.154, -0.012, -0.317, -0.032, -0.043, 0.002, 0.038, 0.067, -0.204, -0.007, -0.364, -0.026, -0.043, 0.099, 0.040, 0.104, 0.137, 0.098, 0.100, 0.099, 0.142, 0.168, 0.144, 0.165, 0.141, 0.162, 0.104, 0.099, 0.087, 0.068, 0.045, 0.105, 0.159, 0.142, 0.111, 0.100, 0.098, 0.073, 0.095, 0.085, 0.093, 0.352, -0.045, -0.226, -0.236, 0.050, 0.057, -0.105, 0.014, 0.001, -0.015, -0.011, -0.184, 0.173, 0.143, 0.148, 0.137, 0.132, 0.128, 0.102]
}



What are the LUMO values for these records? In order: 0.7, -3.7, -11.7 eV.